ORCA calculation (wB97M-V/def2-TZVPD) on a single C4H8N4O2 molecule.

Cartesian coordinates (Å):
C -1.19 0.93 0.34
C -3.02 -0.49 -0.59
C 1.82 -0.75 0.59
C 2.64 0.44 0.07
N 0.01 0.75 0.77
N -0.94 -1.45 0.00
N -1.66 -0.51 -0.15
N 0.49 -0.40 1.01
O -1.94 1.85 0.20
O 2.14 0.97 -1.13
H -3.38 -1.50 -0.76
H -3.63 0.03 0.15
H -3.08 0.10 -1.51
H 1.75 -1.51 -0.20
H 2.32 -1.20 1.45
H 3.65 0.10 -0.15
H 2.68 1.21 0.85
H 1.33 1.45 -0.94

Summary:
Calculated total energy = -14328.766 eV
Orbital gap = 8.099 eV
Spin multiplicity = 1
Energy relative to the best compared isomer or geometry (same formula, charge and spin) = 100.0 kcal/mol